This record from the Open Molecules 2025 dataset describes a cluster of 2 separate species, C20H36F9N2O2 in total in a non-equilibrium geometry. The level of theory is wB97M-V/def2-TZVPD.

Summary:
* Kohn-Sham gap: 6.579 eV
* E: -52839.62839 eV
* total charge: +1
* LUMO level: -3.2 eV
* spin multiplicity: 1

Each line ends with the Mulliken charge.
Cartesian coordinates (Å):
C -3.933 -2.026 2.841  -0.91
C -5.307 -1.717 1.939  -0.52
C -4.933 -0.739 0.680  0.60
C -5.068 0.889 0.819  -0.85
N -4.883 1.308 -0.655  -0.08
C -4.842 0.122 -1.643  -0.29
C -3.505 -0.024 -2.560  -0.37
C -2.608 -1.366 -2.356  -0.82
C -1.191 -1.179 -1.556  0.78
F -0.352 -2.376 -1.946  -0.33
F -1.339 -1.319 -0.058  -0.27
C -0.302 0.129 -1.989  0.34
F 1.138 -0.329 -1.957  -0.29
F -0.517 0.558 -3.422  -0.28
C -0.382 1.402 -0.960  0.63
F -0.179 2.641 -1.801  -0.29
F -1.683 1.588 -0.280  -0.20
C 0.787 1.444 0.189  0.54
F 0.984 0.180 0.935  -0.20
F 2.068 1.997 -0.375  -0.22
F 0.337 2.459 1.213  -0.26
C -5.493 -1.142 -0.844  -0.08
C -7.154 -1.274 -0.747  -0.55
C -7.941 0.152 -0.910  -0.84
H -4.196 -2.280 3.972  0.33
H -3.335 -2.951 2.405  0.28
H -3.207 -1.096 2.796  0.22
H -5.597 -2.771 1.473  0.25
H -6.161 -1.234 2.577  0.34
H -3.777 -0.886 0.581  -0.25
H -6.038 1.244 1.373  0.29
H -4.208 1.319 1.485  0.27
H -4.136 2.043 -0.845  0.44
H -5.752 1.878 -0.886  0.48
H -5.642 0.505 -2.442  0.22
H -3.870 -0.028 -3.697  0.38
H -2.904 1.002 -2.452  0.16
H -3.160 -2.280 -1.855  0.28
H -2.314 -1.748 -3.449  0.39
H -5.226 -2.253 -1.173  0.31
H -7.522 -1.765 0.249  0.29
H -7.486 -2.017 -1.618  0.37
H -7.701 0.957 -0.096  0.13
H -7.787 0.599 -1.991  0.20
H -9.107 -0.084 -0.822  0.39
C 5.115 1.250 -1.223  -0.35
O 5.761 1.995 -0.200  -0.35
C 5.182 1.794 1.096  -0.53
C 6.146 1.015 2.005  -0.21
N 6.274 -0.382 1.574  -0.32
C 7.376 -1.102 2.221  -0.68
C 8.808 -0.591 1.966  -0.47
O 9.256 -0.767 0.620  -0.42
C 8.854 0.263 -0.274  -0.52
H 5.503 1.589 -2.188  0.28
H 5.333 0.184 -1.125  0.28
H 4.032 1.414 -1.208  0.00
H 4.199 1.310 1.040  0.11
H 5.033 2.790 1.526  0.38
H 5.770 1.040 3.034  0.40
H 7.112 1.526 1.978  0.18
H 6.428 -0.405 0.570  0.07
H 7.320 -2.137 1.867  0.37
H 7.193 -1.131 3.302  0.39
H 9.481 -1.200 2.580  0.35
H 8.957 0.443 2.296  0.34
H 8.787 1.239 0.215  0.27
H 7.907 0.001 -0.742  0.15
H 9.599 0.330 -1.071  0.31